No. 1
Entry from OMol25: C37H49N7O5S2Ti as an isolated structure (wB97M-V/def2-TZVPD).

Summary:
charge	+1
2S+1	2
expectation value of S²	0.7533
molar mass	783.8	g mol⁻¹

Last column: Löwdin charge in e.
Geometry (Å):
Ti 0.1354 -0.7379 0.1826  1.090
C 0.7798 -3.8928 2.1528  -0.191
C -0.5610 -3.2082 2.3748  -0.184
N -0.4290 -1.7510 2.4617  -0.115
C 0.0351 -1.2606 3.7643  -0.250
C 1.5305 -1.3200 4.0650  -0.444
S 2.6542 -0.8388 2.7266  0.895
C 3.4618 -2.4222 2.3766  -0.441
C 2.9453 -3.2140 1.1792  -0.276
N 1.4975 -3.2560 1.0603  -0.084
H 1.3824 -3.8216 3.0569  0.100
H 0.6123 -4.9656 1.9948  0.127
H -1.2329 -3.4152 1.5383  0.108
H -1.0354 -3.6218 3.2746  0.126
H -1.3642 -1.3739 2.3421  0.092
H -0.2961 -0.2251 3.8376  0.075
H -0.4825 -1.7899 4.5773  0.129
H 1.7072 -0.6440 4.9041  0.078
H 1.8331 -2.3046 4.4166  0.065
H 4.5144 -2.1993 2.1960  0.076
H 3.4419 -3.0087 3.2957  0.071
H 3.3125 -2.7406 0.2723  0.066
H 3.3993 -4.2154 1.2371  0.128
H 1.2570 -3.6750 0.1718  0.087
N -0.6269 -2.3927 -1.3295  0.055
C -1.9316 -1.9003 -1.8107  -0.273
C -2.7286 -2.9676 -2.5663  -0.127
C -4.0614 -2.5575 -3.2064  -0.163
C -4.0382 -1.2830 -4.0508  -0.163
N -4.1122 -0.1125 -3.1824  0.099
C -4.1794 1.1336 -3.5948  -0.433
N -4.2699 1.4126 -4.9071  0.205
N -4.1619 2.1357 -2.7099  0.210
C -2.6403 -1.2922 -0.5945  -0.561
O -3.8169 -0.9308 -0.6717  0.043
O -1.9116 -1.1788 0.4423  -0.122
H -0.0078 -2.6039 -2.1085  0.082
H -0.7789 -3.2592 -0.8183  0.101
H -1.7118 -1.0624 -2.4764  0.140
H -2.9220 -3.8138 -1.8989  0.127
H -2.0663 -3.3514 -3.3496  0.122
H -4.8417 -2.4546 -2.4525  0.118
H -4.3713 -3.3788 -3.8557  0.119
H -4.9020 -1.2885 -4.7230  0.123
H -3.1339 -1.2412 -4.6682  0.133
H -4.1059 -0.3074 -2.1550  0.103
H -4.4325 0.6761 -5.5692  0.105
H -4.4111 2.3560 -5.2201  0.122
H -3.7456 1.9860 -1.7895  0.086
H -4.1144 3.0812 -3.0480  0.123
O -2.2063 1.9100 -0.6192  -0.041
C -1.2679 1.6003 -1.3573  -0.499
O -0.5394 0.5644 -1.3014  -0.165
H -1.0357 2.2505 -2.2295  0.142
O 0.1959 0.9758 1.3256  -0.584
S 0.6428 1.7873 2.5243  1.060
C -0.9007 2.1870 3.3269  -0.378
C -0.8458 2.7445 4.5972  -0.074
C -2.0323 3.0380 5.2484  -0.065
C -3.2467 2.7605 4.6314  -0.064
C -3.2794 2.1956 3.3650  -0.047
C -2.0995 1.9002 2.6936  -0.052
C 1.0757 3.3897 1.8967  -0.373
C 0.2743 4.0093 0.9447  -0.050
C 0.6488 5.2594 0.4872  -0.054
C 1.7893 5.8790 0.9950  -0.065
C 2.5697 5.2498 1.9507  -0.066
C 2.2196 3.9823 2.4009  -0.076
H 0.1074 2.9485 5.0712  0.117
H -2.0105 3.4764 6.2367  0.111
H -4.1722 2.9836 5.1454  0.109
H -4.2270 1.9797 2.8899  0.115
H -2.1132 1.4743 1.6963  0.092
H -0.6176 3.5146 0.5778  0.104
H 0.0475 5.7637 -0.2574  0.111
H 2.0673 6.8616 0.6370  0.111
H 3.4577 5.7328 2.3349  0.113
H 2.8363 3.4597 3.1216  0.118
C 2.0269 -2.2537 -4.7931  -0.098
C 2.2922 -3.0958 -3.7245  -0.086
C 2.2668 -2.6061 -2.4234  -0.060
C 1.9614 -1.2681 -2.1586  -0.309
C 1.7081 -0.4291 -3.2474  -0.019
C 1.7435 -0.9168 -4.5445  -0.075
N 1.8794 -0.7796 -0.8219  -0.099
C 2.8379 0.2672 -0.5980  -0.301
C 4.1560 -0.0690 -0.2815  -0.041
C 5.1109 0.9122 -0.0741  -0.071
C 4.7686 2.2549 -0.1846  -0.084
C 3.4670 2.5986 -0.5089  -0.076
C 2.5083 1.6141 -0.7131  -0.041
H 2.0571 -2.6285 -5.8075  0.101
H 2.5345 -4.1367 -3.8990  0.105
H 2.4948 -3.2732 -1.6026  0.092
H 1.4713 0.6094 -3.0632  0.107
H 1.5477 -0.2441 -5.3706  0.103
H 4.4306 -1.1138 -0.2198  0.101
H 6.1282 0.6287 0.1641  0.106
H 5.5162 3.0222 -0.0308  0.103
H 3.1874 3.6407 -0.6088  0.101
H 1.4929 1.8855 -0.9662  0.093

No. 2
Entry from OMol25: a 3-piece molecular cluster, C37H50F15N3O4 overall at a distorted geometry (wB97M-V/def2-TZVPD).

Summary:
SMILES string	C=CCc1c(CCC(F)(F)C(F)(F)C(F)(F)C(F)(F)C(F)(F)C(F)(F)F)c(COCCC)c(CC(=O)F)c2c1C(=O)N(F)C2=O.CCN(CC)CC.CCN(CC)CC
molar mass	885.8	g mol⁻¹

Last column: Löwdin charge in e.
Geometry (Å):
C 5.7379 6.8499 -0.7092  -0.021
C 5.8760 5.8638 0.2078  -0.167
C 4.8565 5.8419 1.3756  -0.137
C 4.3602 4.4319 1.8087  -0.064
C 3.3783 3.6148 1.0638  -0.059
C 2.8164 4.1510 -0.2803  -0.097
C 2.9442 3.1911 -1.5179  -0.056
C 4.3542 3.1349 -2.1897  -0.346
F 4.9515 4.3865 -2.2289  0.079
F 4.1274 2.8187 -3.5295  0.081
C 5.3938 2.1706 -1.5023  -0.265
F 4.7967 1.3377 -0.5723  0.117
F 6.3257 2.8877 -0.7798  0.121
C 6.2176 1.2340 -2.4626  -0.273
F 6.9361 0.3865 -1.6314  0.121
F 5.4261 0.3863 -3.2046  0.135
C 7.2972 1.9518 -3.3569  -0.280
F 6.8945 3.1379 -3.8945  0.148
F 8.4069 2.2267 -2.5737  0.125
C 7.8320 1.0608 -4.5595  -0.286
F 8.0249 -0.2422 -4.1877  0.150
F 6.8846 1.1769 -5.5503  0.136
C 9.2048 1.5582 -5.1523  -0.470
F 10.2817 1.1913 -4.4240  0.166
F 9.2663 2.8934 -5.3629  0.165
F 9.3462 0.9635 -6.3852  0.136
C 2.9890 2.3324 1.6689  -0.034
C 1.9104 1.4256 0.9803  -0.164
O 0.8642 1.0831 1.9059  -0.166
C 0.0852 -0.0134 1.4115  -0.217
C -0.7518 0.3059 0.1075  -0.207
C -0.5964 -0.9242 -0.8743  -0.104
C 3.5661 1.8411 2.9175  -0.059
C 3.1748 0.4449 3.5315  -0.006
C 2.2978 0.6120 4.8153  -0.414
O 2.0873 -0.2748 5.5536  0.172
F 1.7599 1.8634 5.0872  0.074
C 4.5324 2.6161 3.6611  0.007
C 4.8663 3.9025 3.0425  0.007
C 5.8516 4.4887 4.0750  -0.301
O 6.5074 5.4864 4.0790  0.147
N 5.9787 3.5709 5.2040  0.039
F 5.6849 4.1122 6.4350  0.044
C 5.2427 2.3441 5.0039  -0.306
O 5.1542 1.3837 5.6970  0.172
H 4.8471 7.5248 -0.6499  0.072
H 6.4324 7.0040 -1.5596  0.066
H 6.7290 5.1690 0.0782  0.105
H 3.9659 6.4941 1.1612  0.125
H 5.3553 6.3255 2.2608  0.114
H 1.7397 4.4351 -0.1100  0.140
H 3.3254 5.1186 -0.5379  0.108
H 2.2547 3.5965 -2.3092  0.145
H 2.6250 2.1390 -1.3469  0.111
H 1.4144 2.0993 0.2266  0.102
H 2.3629 0.5309 0.4820  0.141
H -0.6648 -0.2432 2.2170  0.135
H 0.7292 -0.9301 1.3231  0.120
H -0.4968 1.2896 -0.3517  0.100
H -1.8368 0.3455 0.3990  0.108
H -1.4095 -0.9828 -1.6349  0.059
H 0.4299 -0.8748 -1.3205  0.074
H -0.5986 -1.8419 -0.2234  0.078
H 2.7029 -0.2159 2.7715  0.119
H 4.1355 -0.0276 3.8701  0.137
C -6.2549 -2.9130 -1.5528  -0.096
C -5.5108 -2.3971 -2.7773  -0.272
N -4.1378 -2.8675 -2.8606  -0.195
C -3.3379 -2.1490 -3.8425  -0.266
C -3.7395 -2.2689 -5.3145  -0.087
C -3.9510 -4.3112 -2.8370  -0.248
C -4.6595 -5.1415 -3.9105  -0.084
H -5.7058 -2.6893 -0.6355  0.072
H -7.2329 -2.4319 -1.4828  0.075
H -6.4258 -3.9908 -1.6028  0.065
H -5.5038 -1.3044 -2.7123  0.118
H -6.0890 -2.6526 -3.6765  0.100
H -2.2889 -2.4448 -3.7394  0.107
H -3.3560 -1.0857 -3.5761  0.104
H -3.4782 -3.2429 -5.7277  0.056
H -3.2010 -1.5209 -5.9026  0.071
H -4.8058 -2.0966 -5.4698  0.068
H -4.2763 -4.6801 -1.8588  0.100
H -2.8809 -4.5375 -2.8653  0.115
H -5.7045 -4.8538 -4.0392  0.068
H -4.6473 -6.1960 -3.6232  0.073
H -4.1583 -5.0706 -4.8756  0.054
C -5.1888 -4.3222 2.4908  -0.089
C -6.2100 -3.6698 3.4145  -0.273
N -7.3011 -3.0219 2.7059  -0.195
C -8.1036 -2.1482 3.5515  -0.252
C -8.8882 -2.7904 4.6982  -0.089
C -8.0509 -3.8581 1.7803  -0.251
C -8.7108 -5.1239 2.3341  -0.082
H -4.8113 -3.6085 1.7551  0.070
H -4.3393 -4.6832 3.0746  0.073
H -5.6071 -5.1806 1.9608  0.065
H -5.6766 -2.9157 4.0016  0.118
H -6.5723 -4.4227 4.1287  0.100
H -8.7982 -1.5799 2.9252  0.111
H -7.4357 -1.3947 3.9833  0.109
H -9.7585 -3.3382 4.3370  0.054
H -9.2605 -2.0108 5.3680  0.071
H -8.2730 -3.4647 5.2964  0.067
H -7.3774 -4.1576 0.9707  0.085
H -8.8147 -3.2536 1.2816  0.115
H -8.0392 -5.6998 2.9735  0.068
H -9.0056 -5.7738 1.5060  0.073
H -9.6164 -4.8973 2.8962  0.054

No. 3
Entry from OMol25: C37H51IN10NaO2PS as an isolated structure at a distorted geometry (wB97M-V/def2-TZVPD).

Summary:
charge	-2
molar mass	880.8	g mol⁻¹

Last column: natural (NBO) charge in e.
Geometry (Å):
Na 1.1049 0.3405 0.9438  0.899
C 5.3343 0.7328 -2.0862  -0.675
C 4.2238 0.1644 -1.2253  0.082
N 3.2678 0.8968 -0.7462  -0.147
N 3.1279 2.1275 -1.1490  -0.446
C 2.8445 3.1731 -0.4377  0.264
N 2.2126 4.2176 -1.0981  -0.822
S 3.3677 3.4824 1.1382  -0.476
C 4.2386 -1.2342 -0.8983  0.191
C 5.2448 -2.0958 -1.3864  -0.277
C 5.1938 -3.4398 -1.0930  -0.182
C 4.1613 -3.9195 -0.2982  -0.307
C 3.2352 -2.9955 0.1711  0.060
N 3.2575 -1.7177 -0.1230  -0.408
H 5.1559 1.7983 -2.2120  0.245
H 5.3661 0.2583 -3.0686  0.194
H 6.3007 0.6037 -1.5990  0.206
H 2.1702 4.1230 -2.1011  0.367
H 2.4513 5.1366 -0.7557  0.382
H 6.0405 -1.7165 -2.0067  0.206
H 5.9464 -4.1186 -1.4847  0.194
H 4.0787 -4.9698 -0.0566  0.202
H 2.4267 -3.3123 0.8164  0.199
C 4.7162 0.4534 2.9971  -0.659
C 3.9052 -0.1212 4.1037  0.177
N 4.4508 -0.2270 5.2830  -0.446
C 3.7174 -0.7076 6.3037  -0.061
C 2.4206 -1.1344 6.1836  -0.082
C 1.6867 -1.6296 7.4063  -0.083
O 1.6190 -3.0501 7.4909  -0.734
C 1.7954 -1.0753 4.9062  -0.214
C 0.5062 -1.6147 4.6936  0.123
N -0.1648 -1.5354 3.5943  -0.483
C -1.4046 -2.0781 3.4966  0.210
C -2.3440 -2.0321 4.5445  -0.272
C -3.5786 -2.6366 4.4393  -0.217
C -3.9297 -3.3055 3.2784  -0.265
C -3.0465 -3.3167 2.2108  -0.228
C -1.8231 -2.6864 2.3033  -0.193
I -0.5448 -2.7025 0.6267  0.174
C 2.5281 -0.4968 3.7972  0.411
O 2.0544 -0.3377 2.6576  -0.719
H 5.6870 0.7683 3.3687  0.202
H 4.1875 1.2999 2.5591  0.270
H 4.8333 -0.2792 2.2014  0.218
H 4.2328 -0.7372 7.2586  0.162
H 0.6682 -1.2064 7.4318  0.155
H 2.2085 -1.3196 8.3181  0.175
H 1.4375 -3.3769 6.6015  0.468
H 0.0864 -2.2270 5.5158  0.122
H -2.0824 -1.4903 5.4427  0.208
H -4.2652 -2.6094 5.2763  0.197
H -4.8846 -3.8064 3.1952  0.199
H -3.3207 -3.8067 1.2886  0.217
N -0.6532 0.9119 -0.0196  -1.574
P -1.5031 0.9415 -1.2488  2.179
N -3.1380 0.4322 -1.0755  -0.827
C -4.1388 0.2189 -2.0925  -0.202
C -5.5455 0.2669 -1.5014  -0.395
C -5.7263 -0.8432 -0.4618  -0.401
C -4.4330 -1.0546 0.3410  -0.420
C -3.5580 0.1893 0.2769  -0.214
N -1.8969 2.4659 -2.0841  -0.802
C -0.7066 3.1535 -2.5133  -0.245
C -1.0654 4.0915 -3.6835  -0.405
C -2.5409 4.4842 -3.5678  -0.393
C -2.8696 4.7064 -2.0948  -0.412
C -2.7414 3.3708 -1.3382  -0.213
N -1.0399 0.0396 -2.6443  -0.826
C -1.6335 0.1047 -3.9644  -0.209
C -0.5705 0.0567 -5.0622  -0.400
C 0.1875 -1.2736 -4.9886  -0.403
C 0.4741 -1.6532 -3.5232  -0.407
C 0.3250 -0.4311 -2.6266  -0.216
H -4.0065 -0.7597 -2.5846  0.158
H -4.0434 0.9866 -2.8664  0.196
H -6.2855 0.1580 -2.3018  0.191
H -5.6953 1.2500 -1.0480  0.193
H -5.9986 -1.7752 -0.9667  0.185
H -6.5570 -0.5784 0.1988  0.187
H -3.8626 -1.8776 -0.0905  0.201
H -4.6596 -1.3027 1.3788  0.209
H -2.6381 0.0812 0.8583  0.266
H -4.1158 1.0459 0.7019  0.141
H 0.0375 2.4113 -2.8089  0.215
H -0.2647 3.7323 -1.6863  0.200
H -0.8867 3.6052 -4.6464  0.189
H -0.4411 4.9882 -3.6445  0.185
H -3.1664 3.6759 -3.9514  0.199
H -2.7521 5.3825 -4.1581  0.184
H -3.8761 5.1184 -1.9769  0.192
H -2.1614 5.4329 -1.6909  0.191
H -3.7243 2.9049 -1.2242  0.188
H -2.3430 3.5523 -0.3244  0.189
H -2.2213 1.0234 -4.0493  0.214
H -2.3192 -0.7487 -4.1225  0.155
H 0.1152 0.8958 -4.9258  0.199
H -1.0438 0.1651 -6.0462  0.192
H 1.1185 -1.1962 -5.5592  0.191
H -0.4200 -2.0514 -5.4633  0.184
H 1.4827 -2.0547 -3.4119  0.206
H -0.2252 -2.4211 -3.1860  0.196
H 1.0457 0.3355 -2.9552  0.164
H 0.5807 -0.6699 -1.5954  0.241

Number 1: electronic energy -104618.4757 eV. Number 2: electronic energy -92597.7700 eV. Number 3: electronic energy -90836.0815 eV.